59
Properties=species:S:1:pos:R:3:forces:R:3:mulliken_charge:R:1 method="wB97M-V/def2-TZVPD" total_charge=-1 energy_ev=-50139.000
C -2.03595 -3.28356 1.15864 -0.9028 0.5395 -0.6042 -0.89
C -2.36216 -1.68652 1.18122 0.5187 -0.5935 -1.2493 -0.32
C -1.01841 -0.81036 1.11191 -0.4350 0.0344 -1.4399 -0.58
P -0.39450 -0.15576 2.78833 -2.3732 -3.3223 0.9021 0.20
O 1.29459 0.08893 2.32869 0.8981 3.3721 -4.6676 -0.40
C 1.40529 0.71506 1.06648 -0.2323 -2.3765 -1.2434 0.56
N 1.44248 0.90021 -0.12535 0.1499 -0.1467 5.1467 -0.58
O -0.07791 0.46864 4.40857 -1.4997 1.9875 0.1812 -0.52
C -1.16503 1.39474 4.69248 -0.3290 0.5199 0.0531 0.03
C -1.08451 2.18531 6.10664 0.0719 -1.2732 -0.0475 -1.26
C -1.29861 2.27652 3.34082 -0.5037 -0.6197 -0.3624 0.90
Cl -3.15912 2.41899 3.07196 0.0330 0.5316 0.2776 -0.31
C -0.79304 3.79094 3.34552 0.3003 -0.1846 -1.1442 -1.21
C 0.80132 3.96296 3.31944 -0.0143 1.1624 -0.6300 0.28
C 1.38011 4.12020 1.79898 0.1952 -0.7012 1.1784 -1.03
O 1.08517 5.26563 3.96386 -0.8225 -0.3545 -0.8042 -0.62
O -0.94121 1.42557 2.23253 0.8989 2.1099 2.9425 -0.45
H -1.87184 -3.71637 2.20419 -0.1228 0.5361 -1.5713 0.27
H -2.94888 -3.77040 0.63834 1.3757 0.3927 1.1487 0.31
H -1.15076 -3.50555 0.45011 -1.2286 0.4480 1.3795 0.14
H -3.08998 -1.39186 2.00679 1.1729 -0.4287 -0.8650 0.33
H -2.92113 -1.49548 0.18451 0.8009 -0.2261 1.5482 0.28
H -1.27259 0.11937 0.47375 0.6191 -1.6333 0.7703 0.28
H -0.23720 -1.46122 0.55789 -1.1125 1.1989 0.8118 0.22
H 0.07238 -1.48083 3.19325 0.3394 0.6013 -0.0450 -0.04
H -1.63958 -0.57975 3.37466 -0.3676 0.6128 -0.3714 -0.05
H -2.22515 0.94101 4.76942 1.9565 -0.1463 -0.3370 0.37
H -1.63144 3.18323 6.06280 0.9196 -1.2645 -0.0098 0.29
H -1.66112 1.51395 6.85170 0.9263 1.1418 -1.0907 0.37
H -0.02008 2.25189 6.51488 -1.3970 0.2711 -0.7816 0.25
H -1.19760 4.27019 2.37276 0.6080 -0.7801 1.4701 0.43
H -1.23800 4.42825 4.19503 0.7227 -1.4508 -1.0492 0.26
H 1.37574 3.19212 3.93200 -0.9600 0.9327 -0.9076 0.36
H 2.01026 5.08338 1.75399 -1.1370 -1.3973 0.0317 0.42
H 2.10829 3.25578 1.64229 -1.2052 1.1259 -0.3291 0.14
H 0.50655 4.12417 1.06065 1.5394 -0.1336 0.8487 0.23
H 0.61755 5.90135 3.37135 0.5987 -0.5209 0.7955 0.32
C -0.22439 -2.58682 -2.54415 0.0551 0.1720 0.0161 -1.08
C 0.56205 -2.98465 -3.78731 -0.1416 0.0755 0.1135 -0.44
N 0.33358 -2.10662 -4.92940 -0.1070 -0.0565 -0.4693 0.09
C 0.83916 -2.64701 -6.18743 -0.1766 -0.1539 0.1184 -0.72
C 2.34820 -2.84997 -6.31637 0.2332 -0.0050 -0.2590 -0.96
C 0.59028 -0.68553 -4.71106 -0.2275 0.1215 0.3220 -0.72
C 1.98597 -0.27799 -4.24353 0.1931 0.2198 -0.0408 -0.95
H -1.29248 -2.50115 -2.76287 0.0954 0.0282 -0.0329 0.29
H -0.10230 -3.34724 -1.76840 0.0374 0.0653 -0.0658 0.36
H 0.12316 -1.63799 -2.12819 -0.0722 -0.0599 0.0316 0.16
H 0.24344 -3.99876 -4.05468 0.0892 0.1053 -0.2677 0.43
H 1.62698 -3.04992 -3.52884 0.0811 -0.0554 0.0908 0.27
H 0.49603 -2.01795 -7.01616 -0.0099 0.1270 0.1686 0.35
H 0.35474 -3.61677 -6.35549 -0.0206 0.0282 0.1711 0.41
H 2.87344 -1.90267 -6.44554 0.0130 -0.0631 0.1054 0.22
H 2.56242 -3.45316 -7.20547 -0.0282 0.0195 0.0654 0.40
H 2.77402 -3.37359 -5.45805 -0.0505 0.0613 -0.0137 0.27
H -0.13251 -0.31800 -3.97417 0.0716 -0.1644 0.0090 0.37
H 0.34668 -0.12831 -5.62301 0.0114 -0.2765 -0.0744 0.35
H 2.35649 -0.90558 -3.43050 -0.0627 0.0388 -0.0230 0.23
H 1.96120 0.75020 -3.87128 -0.0215 -0.1040 0.0401 0.38
H 2.70991 -0.30124 -5.05921 0.0364 -0.0884 0.0589 0.30